No. 1
The following is a quantum chemistry calculation of a cluster of 9 separate species, C4H25N2O9S in total, from OMol25.

CARTESIAN COORDINATES (ANGSTROEM)
O1 0.0915 0.1825 -1.5592
C1 -0.4339 -0.6655 -0.8173
N1 -0.9762 -0.2631 0.3493
C2 -1.5412 -1.1648 1.3596
C3 -1.5821 -0.5039 2.7447
S1 0.0389 -0.3657 3.6248
C4 -0.5368 -2.1198 -1.2622
N2 0.2996 -2.4000 -2.4215
H1 -0.8642 0.7060 0.6105
H2 -2.5866 -1.4103 1.0600
H3 -0.9497 -2.0930 1.4201
H4 -2.2348 -1.1189 3.3510
H5 -2.0057 0.5081 2.7010
H6 -1.5792 -2.3307 -1.5114
H7 -0.2381 -2.7847 -0.4432
H8 1.2718 -2.4601 -2.1356
H9 0.1840 -1.6949 -3.1378
H10 -0.4607 2.9041 -0.6554
H11 -1.0230 3.6532 0.6104
O2 -1.0158 2.7888 0.1845
H12 3.7718 -1.1647 0.0367
H13 3.3438 -2.4544 0.6203
O3 3.8694 -2.1235 -0.1352
H14 1.6215 -2.4219 2.6950
H15 1.6810 -1.3876 1.6231
O4 1.8214 -2.3392 1.7512
H16 0.6935 1.9650 -1.8385
H17 -0.3963 2.5264 -2.6694
O5 0.3098 2.8328 -2.0605
H18 2.4464 0.4921 -0.3753
H19 2.8266 0.9901 1.0394
O6 3.1800 0.4991 0.2652
H20 -2.3740 2.1341 -0.6275
H21 -2.9322 0.7174 -0.6561
O7 -3.0305 1.5625 -1.1090
H22 -2.2526 1.5052 -2.6549
H23 -1.0694 0.5910 -3.1344
O8 -1.5715 1.3833 -3.3564
H24 1.0031 2.0516 1.5710
H25 1.4092 1.3456 2.8237
O9 1.7912 1.9276 2.1196

Results
highest occupied orbital energy = -4.324 eV
net charge = -1
multiplicity = 1
energy relative to the best compared isomer or geometry (same formula, charge and spin) = 0.0 kcal/mol
lowest unoccupied orbital energy = 2.686 eV
orbital gap = 0.258 hartree

No. 2
The following is a quantum chemistry calculation of the molecule C3H7N3, from OMol25.

CARTESIAN COORDINATES (ANGSTROEM)
C1 -0.3492 1.4732 -0.4316
C2 -0.9875 -1.2086 -0.2396
C3 0.4084 0.4881 0.3598
N1 -0.8789 2.3880 -0.8682
N2 1.5997 0.0703 -0.3219
N3 -0.4333 -0.5478 0.8933
H1 -1.6283 -1.9557 0.2253
H2 -1.3192 -0.5235 -1.1091
H3 -0.1088 -1.6693 -0.7558
H4 0.6291 1.2247 1.3339
H5 2.1544 0.8431 -0.6477
H6 2.0718 -0.6134 0.2264
H7 -1.1583 0.0309 1.3351

Results
highest occupied orbital energy = -9.984 eV
multiplicity = 1
energy relative to the best compared isomer or geometry (same formula, charge and spin) = 35.2 kcal/mol
lowest unoccupied orbital energy = 0.751 eV
orbital gap = 0.395 hartree

No. 3
The following is a quantum chemistry calculation of a structure of composition C24H24Br42F11O5PS2, from OMol25.

CARTESIAN COORDINATES (ANGSTROEM)
O1 0.1891 5.9158 -4.5303
C1 0.1216 4.8420 -4.0395
F1 0.8433 4.5468 -2.9494
C2 -0.7512 3.7211 -4.5602
C3 -1.8386 3.2740 -3.5379
C4 -3.1958 3.3157 -4.2857
C5 -4.3104 2.4225 -3.7104
C6 -5.7285 2.9758 -3.8904
F2 -5.7786 4.0516 -4.6961
F3 -6.4841 2.0106 -4.4959
C7 -6.4881 3.2465 -2.5526
F4 -6.2660 2.2394 -1.7018
F5 -7.8002 3.2714 -2.8146
S1 -6.0978 4.8873 -1.6756
F6 -5.3182 4.1342 -0.5058
F7 -4.7160 5.0182 -2.4547
F8 -6.8508 5.6651 -2.8201
F9 -7.4405 4.7555 -0.8411
F10 -5.8017 6.2545 -0.9659
O2 -1.8805 4.3601 -2.5776
C8 -1.9192 3.9487 -1.2904
O3 -1.9893 4.6772 -0.3595
C9 -1.8678 2.4180 -1.2695
F11 -0.9151 2.0359 -0.3539
C10 -1.5977 1.9632 -2.7277
P1 -0.0657 0.9834 -3.0308
O4 0.1686 0.0466 -1.7425
O5 1.2242 1.9145 -3.0295
S2 -0.2849 -0.0528 -4.6452
H1 -1.2292 4.1558 -5.4337
H2 -0.1575 2.8771 -4.9102
H3 -3.4778 4.3629 -4.3255
H4 -3.0058 2.9820 -5.3059
H5 -4.1586 2.2082 -2.6538
H6 -4.2820 1.4644 -4.2263
H7 -2.8599 2.0945 -0.9409
H8 -2.3471 1.2028 -2.9326
H9 -0.5903 0.0123 -1.1467
H10 1.8507 1.5300 -3.6652
C11 -0.1634 -1.5502 -8.4465
Br1 -0.0990 -2.9677 -7.1507
Br2 1.1070 -0.1612 -8.0417
Br3 0.0627 -2.2141 -10.2378
H11 -1.1467 -1.1060 -8.3912
C12 3.3684 0.1523 -0.4583
Br4 3.3273 -1.1397 0.9693
Br5 4.5909 1.5880 -0.0887
Br6 3.7352 -0.6867 -2.1477
H12 2.3774 0.5799 -0.5266
C13 5.5480 -0.6214 4.0541
Br7 5.4457 0.8620 5.2718
Br8 7.0732 -0.5044 2.8936
Br9 5.5085 -2.3013 4.9983
H13 4.6677 -0.5845 3.4286
C14 5.3908 3.5668 8.5220
Br10 6.9712 2.4693 8.4368
Br11 5.3230 4.8038 7.0525
Br12 3.8023 2.4878 8.6217
H14 5.4492 4.1454 9.4323
C15 3.4523 -4.6742 7.6603
Br13 1.6580 -4.0306 7.4178
Br14 4.0104 -4.5737 9.5004
Br15 3.6635 -6.4486 6.9480
H15 4.1052 -4.0191 7.1009
C16 4.5224 -1.1387 -10.0042
Br16 5.2320 0.2558 -11.1171
Br17 4.4779 -2.8235 -10.9331
Br18 5.4597 -1.2754 -8.3294
H16 3.4985 -0.8725 -9.7770
C17 10.3404 4.4148 8.4100
Br19 11.8464 3.7292 9.3919
Br20 9.7381 6.0979 9.1219
Br21 10.7125 4.5348 6.5274
H17 9.5310 3.7102 8.5294
C18 -11.9506 2.9986 -4.1372
Br22 -11.0134 3.1714 -5.8097
Br23 -12.8557 1.3058 -4.0054
Br24 -10.7739 3.2921 -2.6457
H18 -12.7067 3.7695 -4.1119
C19 -1.4208 -3.7177 4.7047
Br25 0.1480 -3.1097 3.7777
Br26 -1.9584 -2.4916 6.0847
Br27 -2.8653 -4.0768 3.4822
H19 -1.1696 -4.6534 5.1849
C20 -3.8257 -7.2790 1.3916
Br28 -2.2276 -8.3411 1.2830
Br29 -3.9544 -6.0303 -0.0682
Br30 -5.3990 -8.3728 1.5378
H20 -3.7554 -6.6981 2.2991
C21 7.8966 -7.3913 6.8789
Br31 9.4072 -8.1130 7.8247
Br32 7.3490 -5.6991 7.6092
Br33 8.2294 -7.2689 4.9883
H21 7.0735 -8.0780 7.0157
C22 2.2256 2.0221 -14.1332
Br34 2.2455 3.3690 -12.7576
Br35 3.5827 2.3455 -15.4577
Br36 2.3784 0.2574 -13.3864
H22 1.2688 2.0843 -14.6303
C23 1.8507 -2.8286 12.2925
Br37 0.2281 -3.6407 11.6562
Br38 2.0376 -1.0203 11.6622
Br39 1.9914 -2.9303 14.2085
H23 2.6718 -3.3956 11.8790
C24 -5.3645 -8.1587 6.0789
Br40 -4.5742 -6.8195 4.9400
Br41 -5.2460 -9.9135 5.3029
Br42 -4.6003 -8.1072 7.8424
H24 -6.4131 -7.9173 6.1744

Results
highest occupied orbital energy = -9.831 eV
multiplicity = 1
lowest unoccupied orbital energy = -0.471 eV
orbital gap = 0.344 hartree

No. 4
The following is a quantum chemistry calculation of a cluster of 2 separate species, CH7NOS2 in total, from OMol25.

CARTESIAN COORDINATES (ANGSTROEM)
S1 -2.4400 -0.5436 -1.0002
S2 -3.4408 -2.4397 -0.8724
H1 -1.5065 -0.9409 -0.1445
H2 -4.7400 -2.1162 -0.8027
N1 0.9703 1.4789 -0.2953
C1 1.5273 0.6362 0.7268
O1 2.4709 -0.2931 0.2762
H3 0.9084 1.0200 -1.1918
H4 0.1156 1.9367 -0.0303
H5 2.0799 1.2654 1.4441
H6 0.6969 0.1514 1.2730
H7 3.3581 -0.1552 0.6170

Results
highest occupied orbital energy = -9.015 eV
multiplicity = 1
energy relative to the best compared isomer or geometry (same formula, charge and spin) = 15.2 kcal/mol
lowest unoccupied orbital energy = 0.023 eV
orbital gap = 0.332 hartree

No. 5
The following is a quantum chemistry calculation of a structure of composition C49H47Cl2N7O4W, from OMol25.

CARTESIAN COORDINATES (ANGSTROEM)
W1 0.3179 0.1678 -0.4356
Cl1 5.6293 -4.2834 -1.1900
C1 4.4808 -3.0420 -1.4469
C2 3.5389 -2.7807 -0.4566
C3 2.5872 -1.7930 -0.6579
N1 1.5537 -1.3794 0.2198
C4 1.3831 -1.9716 1.4516
O1 1.8939 -2.9849 1.8520
C5 0.5023 -1.1221 2.3185
C6 0.4629 -1.3408 3.6786
C7 -0.2059 -0.4286 4.4804
C8 -0.8555 0.6324 3.8677
C9 -0.8253 0.7423 2.4920
N2 -0.1268 -0.0971 1.7143
C10 2.5949 -1.0667 -1.8573
C11 3.5266 -1.3267 -2.8484
C12 4.4842 -2.3134 -2.6417
Cl2 5.6532 -2.6070 -3.8584
N3 1.5458 -0.1184 -1.9577
C13 0.3675 -0.4694 -2.5858
O2 0.3994 -1.8430 -3.1718
C14 -0.1352 0.4459 -3.6582
C15 -0.7941 0.0199 -4.8016
C16 -1.1879 0.9792 -5.7248
C17 -0.8859 2.3081 -5.4865
C18 -0.2116 2.6315 -4.3176
N4 0.1322 1.7283 -3.4054
H1 3.5535 -3.3553 0.4557
H2 0.9741 -2.2052 4.0789
H3 -0.2259 -0.5426 5.5556
H4 -1.3816 1.3723 4.4524
H5 -1.3878 1.5162 1.9876
H6 3.5445 -0.7404 -3.7596
H7 -0.9893 -1.0284 -4.9790
H8 -1.7113 0.6824 -6.6237
H9 -1.1664 3.0788 -6.1904
H10 0.0560 3.6578 -4.0878
C19 -3.1119 -1.4999 3.2320
C20 -3.1952 -1.5509 1.7018
C21 -4.6716 -1.6164 1.2744
C22 -2.4229 -2.7400 1.1531
C23 -2.7195 -3.9996 1.6637
C24 -2.1155 -5.1385 1.1719
C25 -1.1866 -5.0371 0.1515
C26 -0.8596 -3.8026 -0.3847
C27 0.1537 -3.6890 -1.4995
C28 0.8835 -4.9847 -1.8549
C29 -0.4191 -3.0335 -2.7512
C30 -1.4652 -2.6450 0.1237
N5 -1.2676 -1.3452 -0.5043
C31 -2.3580 -1.0247 -1.2768
O3 -3.1411 -1.8020 -1.7869
C32 -2.5292 0.4426 -1.4424
C33 -3.6464 1.0528 -1.9767
C34 -3.6804 2.4405 -2.0123
C35 -2.5830 3.1649 -1.5592
C36 -1.5004 2.4692 -1.0706
N6 -1.4977 1.1360 -0.9706
C37 -0.2072 3.0486 -0.5879
O4 0.1852 4.1412 -0.8816
N7 0.4551 2.1105 0.2036
C38 1.2348 2.6434 1.2997
C39 2.5562 2.2044 1.4559
C40 3.3047 2.6203 2.5408
C41 2.7523 3.4737 3.4804
C42 1.4508 3.9043 3.3287
C43 0.6577 3.5135 2.2514
C44 -0.7371 4.1251 2.1608
C45 -0.6040 5.6201 1.8266
C46 -1.5710 3.9573 3.4403
C47 3.1466 1.3455 0.3748
C48 4.2728 0.4328 0.8313
C49 3.5757 2.2097 -0.8117
H11 -3.4987 -0.5500 3.6054
H12 -2.0859 -1.6254 3.5779
H13 -3.7135 -2.2933 3.6742
H14 -2.7559 -0.6293 1.3113
H15 -5.1716 -2.4318 1.7981
H16 -4.7746 -1.7969 0.2071
H17 -5.1830 -0.6859 1.5278
H18 -3.4630 -4.0909 2.4448
H19 -2.3793 -6.1091 1.5697
H20 -0.7300 -5.9346 -0.2410
H21 0.9086 -3.0177 -1.1179
H22 0.2145 -5.7113 -2.3169
H23 1.3304 -5.4288 -0.9666
H24 1.6963 -4.7717 -2.5548
H25 -0.3454 -3.6942 -3.6146
H26 1.3534 -2.1075 -3.1514
H27 -1.4518 -2.7117 -2.6548
H28 -4.4536 0.4350 -2.3451
H29 -4.5537 2.9518 -2.3950
H30 -2.5586 4.2454 -1.5964
H31 4.3262 2.2858 2.6598
H32 3.3410 3.8076 4.3241
H33 1.0396 4.5850 4.0618
H34 -1.2919 3.6401 1.3532
H35 -0.1141 6.1493 2.6444
H36 -1.5913 6.0599 1.6769
H37 -0.0200 5.7725 0.9244
H38 -0.9694 4.0950 4.3361
H39 -2.0389 2.9732 3.4932
H40 -2.3660 4.7016 3.4591
H41 2.2860 0.7028 0.0384
H42 5.1354 1.0256 1.1340
H43 4.5974 -0.2034 0.0097
H44 3.9738 -0.1996 1.6701
H45 4.3225 2.9301 -0.4765
H46 2.7344 2.7652 -1.2293
H47 4.0207 1.5972 -1.5983

Results
highest occupied orbital energy = -13.606 eV
net charge = +2
multiplicity = 1
energy relative to the best compared isomer or geometry (same formula, charge and spin) = 15.7 kcal/mol
lowest unoccupied orbital energy = -7.441 eV
orbital gap = 0.227 hartree

No. 6
The following is a quantum chemistry calculation of a structure of composition C4H6N2O, from OMol25.

CARTESIAN COORDINATES (ANGSTROEM)
N1 0.2778 1.1586 1.6587
C1 0.2481 0.4722 0.4214
C2 1.2881 0.8605 -0.5506
N2 1.3157 0.4084 -1.7388
C3 -0.9868 -1.7445 -0.2812
O1 -2.1586 -1.8548 -0.9454
C4 -0.5832 -0.5214 0.1156
H1 0.3102 2.1651 1.5349
H2 -0.5146 0.9313 2.2464
H3 2.0260 1.5680 -0.1443
H4 2.1251 0.7782 -2.2370
H5 -2.3141 -2.7992 -1.0669
H6 -1.0337 -1.4222 0.9871

Results
highest occupied orbital energy = -7.732 eV
multiplicity = 1
energy relative to the best compared isomer or geometry (same formula, charge and spin) = 125.4 kcal/mol
lowest unoccupied orbital energy = 0.439 eV
orbital gap = 0.300 hartree

No. 7
The following is a quantum chemistry calculation of a structure of composition C27H48ClO2PPd, from OMol25.

CARTESIAN COORDINATES (ANGSTROEM)
Pd1 0.3060 -0.5697 2.4736
Cl1 1.6889 -0.6003 4.3897
P1 -0.0036 0.5807 -0.4044
C1 -0.9547 0.2097 1.0833
H1 -1.8151 -0.4266 0.8520
H2 -1.3592 1.1450 1.5087
C2 1.8360 0.6846 -0.5033
C3 -0.8260 2.2352 -0.6521
C4 2.3283 0.7659 -1.9533
H3 2.0846 1.6250 0.0159
C5 3.8182 1.1048 -2.0200
H4 2.1474 -0.2050 -2.4322
H5 1.7613 1.5144 -2.5196
C6 4.6754 0.1507 -1.1832
H6 4.1353 1.0861 -3.0700
H7 3.9558 2.1327 -1.6582
C7 4.1173 -0.1009 0.2265
H8 4.7632 -0.8126 -1.7044
H9 5.6932 0.5506 -1.1042
C8 2.6142 -0.4201 0.2296
H10 4.6696 -0.9208 0.7086
H11 4.2666 0.7978 0.8426
H12 2.4353 -1.3940 -0.2551
H13 2.2756 -0.5080 1.2806
C9 -0.6235 -0.5967 -1.6801
C10 -2.3271 2.1488 -0.9826
H14 -0.7301 2.6779 0.3611
C11 -2.9741 3.5258 -0.7857
H15 -2.4597 1.8357 -2.0244
H16 -2.8342 1.4000 -0.3615
C12 -2.3013 4.5741 -1.6681
H17 -4.0490 3.4668 -0.9972
H18 -2.8734 3.8196 0.2685
C13 -0.7723 4.6019 -1.5108
H19 -2.5513 4.3603 -2.7126
H20 -2.7026 5.5716 -1.4540
C14 -0.1189 3.2181 -1.5927
H21 -0.3266 5.2555 -2.2712
H22 -0.5340 5.0348 -0.5306
H23 -0.1759 2.8409 -2.6222
H24 0.9448 3.2974 -1.3299
C15 0.0761 -1.9654 -1.7122
H25 -1.6555 -0.7727 -1.3380
C16 -0.6197 -2.9294 -2.6843
H26 1.1262 -1.8524 -2.0231
H27 0.0977 -2.4190 -0.7101
C17 -0.8614 -2.3303 -4.0787
H28 -0.0258 -3.8474 -2.7781
H29 -1.5848 -3.2219 -2.2502
C18 -1.4725 -0.9292 -4.0160
H30 0.0934 -2.2841 -4.6211
H31 -1.5150 -2.9866 -4.6658
C19 -0.6710 -0.0078 -3.0968
H32 -1.5217 -0.4866 -5.0171
H33 -2.5033 -0.9892 -3.6420
H34 0.3506 0.0892 -3.4896
H35 -1.0967 1.0018 -3.0965
C20 0.1768 -2.7607 1.9280
C21 -1.1789 -2.5802 1.6254
H36 0.9024 -2.7016 1.1103
C22 -2.2393 -2.6360 2.6613
H37 -1.5030 -2.4646 0.5892
C23 -1.6359 -2.8677 4.0670
H38 -2.8120 -1.6917 2.6685
H39 -2.9742 -3.4234 2.4230
C24 -0.5558 -3.9529 4.0521
H40 -1.1591 -1.9344 4.4068
H41 -2.4336 -3.1171 4.7792
C25 0.6092 -3.5914 3.1162
H42 -0.1753 -4.1158 5.0675
H43 -0.9933 -4.9023 3.7177
H44 1.3516 -3.0224 3.6868
H45 1.0967 -4.5014 2.7460
C26 -0.8608 1.3532 4.7319
O1 0.0216 2.1033 3.8070
C27 0.6660 1.4626 2.8221
O2 1.4347 2.0858 2.0969
H46 -1.2229 2.0977 5.4424
H47 -0.2501 0.5794 5.2289
H48 -1.6856 0.8548 4.1885

Results
highest occupied orbital energy (alpha / beta) = -4.239 / -8.068 eV
multiplicity = 5
energy relative to the best compared isomer or geometry (same formula, charge and spin) = 0.0 kcal/mol
lowest unoccupied orbital energy (alpha / beta) = 0.479 / -2.050 eV
orbital gap (alpha / beta) = 0.173 / 0.221 hartree

No. 8
The following is a quantum chemistry calculation of a structure of composition C34H32BiN4O6S3Sb2, from OMol25.

CARTESIAN COORDINATES (ANGSTROEM)
Bi1 0.4727 0.2694 -0.1278
C1 -2.7870 4.0721 1.9757
Sb1 -2.1642 2.0224 1.8055
C2 -0.3485 2.2827 2.9126
C3 -3.3047 1.3008 3.5217
C4 -4.5449 0.5801 3.0948
C5 -5.6413 1.3297 2.6680
C6 -6.7984 0.7325 2.1957
C7 -6.8763 -0.6505 2.1487
C8 -5.8003 -1.4077 2.5819
C9 -4.6264 -0.8228 3.0598
C10 -3.4968 -1.7044 3.4914
Sb2 -1.8432 -1.7333 2.0555
C11 -3.1059 -2.1847 0.3898
C12 -1.2778 -3.7660 2.4178
H1 -2.6666 4.4206 3.0015
H2 -3.8292 4.1769 1.6754
H3 -2.1660 4.6752 1.3136
H4 -0.5551 2.8124 3.8429
H5 0.3519 2.8591 2.3084
H6 0.0878 1.3110 3.1466
H7 -3.5459 2.1837 4.1164
H8 -2.6316 0.6773 4.1073
H9 -5.5747 2.4124 2.7075
H10 -7.6310 1.3427 1.8691
H11 -7.7708 -1.1393 1.7836
H12 -5.8664 -2.4899 2.5599
H13 -3.8452 -2.7325 3.6033
H14 -3.0809 -1.3912 4.4512
H15 -3.9377 -2.8073 0.7207
H16 -2.5078 -2.7328 -0.3382
H17 -3.4948 -1.2720 -0.0605
H18 -2.1456 -4.4186 2.3180
H19 -0.8554 -3.8714 3.4162
H20 -0.5263 -4.0405 1.6787
O1 5.7461 -2.2458 -2.4363
C13 4.7994 -1.6503 -2.0026
C14 3.5501 -1.2275 -2.7830
O2 3.3308 -1.4352 -3.9530
C15 2.7047 -0.5737 -1.7868
C16 3.2713 -0.5834 -0.5240
O3 2.6388 -0.0899 0.4919
C17 4.6007 -1.2041 -0.5501
O4 5.3815 -1.3606 0.3599
O5 1.5079 -0.0739 -1.9814
O6 0.2215 -1.9679 -0.1200
C18 0.2927 -2.7304 -1.1955
C19 1.1332 -3.8555 -1.1936
C20 1.2295 -4.6791 -2.2955
C21 0.4921 -4.4133 -3.4475
C22 -0.3390 -3.3131 -3.4676
C23 -0.4625 -2.4725 -2.3579
C24 -1.3633 -1.3248 -2.4149
N1 -1.2760 -0.1829 -1.7523
C25 -2.3389 0.6034 -2.1382
C26 -3.0891 -0.0753 -3.0397
N2 -2.4605 -1.2894 -3.2065
H21 1.7226 -4.0361 -0.3030
H22 1.9052 -5.5251 -2.2708
H23 0.5971 -5.0366 -4.3247
H24 -0.8690 -3.0661 -4.3813
H25 -2.4635 1.6008 -1.7548
H26 -3.9849 0.1884 -3.5715
H27 -2.7714 -2.0542 -3.7778
S1 4.7113 3.5279 -4.3625
C27 3.6490 3.3644 -3.1018
S2 1.9235 3.3563 -3.3307
C28 1.6735 3.1188 -1.6227
N3 2.7716 3.0469 -0.9518
N4 3.8707 3.1938 -1.7757
C29 5.1380 3.0434 -1.1275
C30 6.2428 3.7827 -1.5257
C31 7.4532 3.5915 -0.8757
C32 7.5645 2.6741 0.1581
C33 6.4481 1.9549 0.5610
C34 5.2304 2.1453 -0.0704
S3 0.0902 2.9793 -0.9366
H28 6.1587 4.4847 -2.3395
H29 8.3168 4.1634 -1.1912
H30 8.5176 2.5183 0.6476
H31 6.5165 1.2231 1.3548
H32 4.3510 1.6097 0.2561

Results
highest occupied orbital energy = -5.226 eV
net charge = -1
multiplicity = 1
energy relative to the best compared isomer or geometry (same formula, charge and spin) = 6.6 kcal/mol
lowest unoccupied orbital energy = 2.127 eV
orbital gap = 0.270 hartree